Here is a 2-piece molecular cluster, C4H4F2 overall at a distorted geometry from the OMol25 dataset. Energies are from ωB97M-V/def2-TZVPD.

Summary:
Energy   -9641.7421 eV
Kohn-Sham gap   9.216 eV
E_LUMO   0.7 eV
Total charge   0
ΔE to the lowest compared entry with this formula, charge and spin   108.6 kcal per mole

Last column: Löwdin charge in e.
Positions of all 10 atoms, in Å:
C 2.342 0.736 0.285  -0.154
C 2.383 -0.574 0.276  -0.163
C 1.064 0.034 0.506  -0.218
C -0.172 0.003 -0.327  -0.114
F 2.974 1.876 0.126  0.137
F 3.093 -1.670 0.129  0.137
H 0.431 -0.106 2.240  0.147
H -0.637 0.985 -0.340  0.077
H -0.885 -0.706 0.082  0.066
H 0.065 -0.294 -1.350  0.084